# C2H4FNO2S

C2H4FNO2S in the gas phase in a non-equilibrium geometry (ωB97M-V/def2-TZVPD, OMol25).

Results
* highest occupied orbital energy: -10.05 eV
* orbital gap: 10.43 eV

The geometry in ORCA input format:
```
! RIJCOSX wB97M-V def2-TZVPD def2/J DEFGRID3
* xyz 0 1
N -1.303 0.959 -1.124
S 0.203 0.737 -0.378
O 0.503 1.853 0.502
O 1.213 0.320 -1.344
C -0.189 -0.803 0.479
C 0.968 -1.450 1.064
F 0.942 -2.596 1.656
H -1.999 1.110 -0.415
H -1.118 1.758 -1.834
H -1.222 -0.835 0.575
H 2.002 -1.052 0.819
*
```

# C41H34F3N2O3SSbSr

A molecular structure, C41H34F3N2O3SSbSr in a non-equilibrium geometry (ωB97M-V/def2-TZVPD, OMol25).

Results
* highest occupied orbital energy: -7.28 eV
* orbital gap: 7.41 eV

The geometry in ORCA input format:
```
! RIJCOSX wB97M-V def2-TZVPD def2/J DEFGRID3
* xyz 0 1
Sr 0.308 -0.280 0.101
O 1.362 -0.493 2.049
C 1.376 -0.055 3.268
C 2.258 -0.595 4.229
C 2.221 -0.177 5.542
C 1.328 0.815 5.971
C 0.498 1.391 5.033
C 0.499 0.991 3.692
C -0.402 1.754 2.792
N -0.638 1.516 1.560
C -1.498 2.417 0.758
C -0.821 2.702 -0.603
N -0.672 1.421 -1.339
C -1.256 1.221 -2.461
C -1.345 -0.073 -3.172
C -1.677 -0.010 -4.534
C -1.779 -1.137 -5.317
C -1.568 -2.385 -4.706
C -1.289 -2.498 -3.364
C -1.180 -1.354 -2.536
O -0.991 -1.478 -1.262
H 2.949 -1.361 3.898
H 2.899 -0.629 6.259
H 1.294 1.126 7.006
H -0.188 2.180 5.330
H -0.873 2.629 3.258
H -1.718 3.353 1.283
H -2.445 1.913 0.552
H 0.164 3.134 -0.408
H -1.414 3.427 -1.171
H -1.726 2.073 -2.970
H -1.842 0.970 -4.973
H -2.026 -1.067 -6.367
H -1.639 -3.288 -5.303
H -1.144 -3.462 -2.895
C 3.532 -0.177 -3.379
S 2.034 0.128 -2.493
O 2.090 -0.798 -1.271
C 2.478 1.728 -1.841
C 2.240 2.853 -2.621
C 2.549 4.100 -2.104
C 3.070 4.213 -0.816
C 3.285 3.079 -0.047
C 2.991 1.817 -0.558
H 4.364 -0.080 -2.683
H 3.613 0.540 -4.196
H 3.464 -1.192 -3.772
H 1.806 2.756 -3.610
H 2.369 4.988 -2.696
H 3.298 5.190 -0.411
H 3.680 3.168 0.957
H 3.143 0.925 0.039
F -1.883 -1.314 8.336
C -1.764 -1.522 7.005
C -0.809 -2.404 6.557
C -0.693 -2.611 5.184
C -1.517 -1.943 4.283
C -2.466 -1.049 4.789
C -2.603 -0.832 6.153
Sb -1.410 -2.243 2.182
C -0.379 -4.087 2.256
C -0.986 -5.296 2.590
C -0.251 -6.473 2.659
C 1.101 -6.413 2.393
F 1.821 -7.554 2.462
C 1.748 -5.245 2.058
C 0.992 -4.078 1.988
C -3.410 -2.895 1.966
C -4.181 -3.444 2.993
C -5.503 -3.817 2.782
C -6.041 -3.628 1.526
F -7.328 -3.983 1.318
C -5.327 -3.089 0.479
C -4.005 -2.721 0.710
H -0.172 -2.914 7.267
H 0.059 -3.306 4.828
H -3.128 -0.511 4.117
H -3.336 -0.146 6.556
H -2.051 -5.337 2.793
H -0.706 -7.421 2.912
H 2.811 -5.254 1.857
H 1.496 -3.151 1.733
H -3.757 -3.576 3.983
H -6.113 -4.243 3.568
H -5.799 -2.961 -0.486
H -3.432 -2.300 -0.111
*
```

# C5H6ClOP

C5H6ClOP in the gas phase in a non-equilibrium geometry (ωB97M-V/def2-TZVPD, OMol25).

Results
* highest occupied orbital energy: -8.08 eV
* orbital gap: 8.93 eV

The geometry in ORCA input format:
```
! RIJCOSX wB97M-V def2-TZVPD def2/J DEFGRID3
* xyz 0 1
Cl 2.915 -0.249 -0.229
P 2.004 0.498 1.293
C 0.243 -0.342 0.889
C -0.714 0.786 0.756
C -1.498 0.887 -0.265
C -1.011 0.156 -1.508
C -0.106 -0.832 -1.370
O 0.554 -1.071 -0.260
H 2.728 -0.105 2.402
H -0.266 -1.019 1.587
H -1.115 0.986 1.746
H -2.380 1.448 -0.295
H -1.417 0.304 -2.476
H 0.064 -1.448 -2.270
*
```

# C30H46N12O3

13 unconnected molecules or ions with the total composition C30H46N12O3 in a non-equilibrium geometry (ωB97M-V/def2-TZVPD, OMol25).

Results
* highest occupied orbital energy: -8.24 eV
* orbital gap: 8.34 eV

The geometry in ORCA input format:
```
! RIJCOSX wB97M-V def2-TZVPD def2/J DEFGRID3
* xyz 0 1
C -1.417 0.424 0.018
O -0.438 -0.628 0.070
C -1.014 -1.888 0.474
C 0.239 -2.816 0.909
C 1.225 -3.127 -0.345
C 2.555 -3.361 0.544
C 2.273 -2.602 1.931
O 2.861 -2.612 3.010
O 1.063 -1.863 1.683
H -0.872 1.412 -0.115
H -2.025 0.538 0.973
H -2.157 0.356 -0.862
H -1.697 -1.828 1.382
H -1.506 -2.344 -0.447
H 0.067 -3.643 1.670
H 0.705 -4.030 -0.803
H 1.250 -2.243 -1.068
H 2.466 -4.467 0.814
H 3.541 -3.178 0.003
C -5.601 1.302 -0.172
C -4.848 0.078 0.238
N -4.257 -0.876 0.558
H -5.433 1.504 -1.232
H -6.669 1.155 -0.002
H -5.262 2.159 0.411
C -0.097 3.515 3.285
C -0.491 2.495 2.261
N -0.803 1.690 1.453
H -0.523 3.251 4.254
H 0.989 3.554 3.372
H -0.465 4.499 2.992
C 2.713 5.675 1.433
C 1.871 6.043 2.613
N 1.215 6.329 3.535
H 3.609 6.296 1.409
H 3.008 4.626 1.501
H 2.149 5.828 0.512
C -0.190 4.548 -2.128
C -1.279 3.535 -2.277
N -2.129 2.744 -2.392
H -0.533 5.519 -2.490
H 0.090 4.639 -1.077
H 0.684 4.242 -2.704
C 3.586 -0.016 5.333
C 3.778 1.367 4.795
N 3.930 2.447 4.373
H 3.513 -0.729 4.509
H 4.431 -0.290 5.967
H 2.669 -0.060 5.924
C -0.052 -7.667 -0.362
C -0.909 -6.512 0.034
N -1.594 -5.617 0.341
H -0.195 -7.890 -1.420
H 0.999 -7.430 -0.186
H -0.322 -8.546 0.226
C -5.024 -7.656 -0.328
C -3.988 -8.728 -0.448
N -3.182 -9.570 -0.543
H -5.345 -7.565 0.711
H -4.610 -6.702 -0.657
H -5.887 -7.903 -0.948
C -1.408 0.303 -4.563
C -0.289 0.466 -5.540
N 0.586 0.595 -6.303
H -1.093 -0.342 -3.740
H -1.698 1.276 -4.162
H -2.270 -0.149 -5.058
C 3.668 4.608 7.170
C 4.966 5.091 7.735
N 5.980 5.467 8.175
H 3.036 5.459 6.912
H 3.851 4.015 6.272
H 3.151 3.990 7.905
C 0.934 0.584 -9.797
C 0.543 -0.443 -10.811
N 0.239 -1.245 -11.603
H 0.513 0.326 -8.824
H 2.020 0.630 -9.713
H 0.558 1.564 -10.097
C 7.031 0.249 2.973
C 6.984 -0.887 3.945
N 6.946 -1.774 4.704
H 6.077 0.330 2.450
H 7.228 1.182 3.502
H 7.824 0.080 2.243
C -7.449 1.716 -4.577
C -6.148 2.177 -4.002
N -5.131 2.537 -3.554
H -8.074 2.577 -4.818
H -7.270 1.140 -5.486
H -7.972 1.088 -3.854
*
```

# C56H51AsF3O3PSiY

A molecular structure, C56H51AsF3O3PSiY (ωB97M-V/def2-TZVPD, OMol25).

Results
* highest occupied orbital energy: -4.33 eV
* orbital gap: 6.33 eV

The geometry in ORCA input format:
```
! RIJCOSX wB97M-V def2-TZVPD def2/J DEFGRID3
* xyz -1 1
Y -0.170 2.578 -0.375
C -0.765 3.000 2.135
C 0.641 3.081 1.996
C 0.937 4.269 1.284
C -0.276 4.894 0.960
C -1.332 4.107 1.487
H -1.301 2.182 2.594
H 1.362 2.404 2.428
H 1.927 4.583 0.985
H -0.387 5.807 0.395
H -2.386 4.310 1.374
C 2.360 0.332 -3.258
C 1.224 1.339 -3.146
C 0.407 1.376 -4.421
O 0.383 1.006 -2.016
C 1.807 2.743 -2.801
O 2.496 3.289 -3.644
O 1.528 3.169 -1.617
H 1.968 -0.662 -3.486
H 2.926 0.273 -2.328
H 3.032 0.644 -4.057
H 0.058 0.371 -4.677
H 1.032 1.750 -5.230
H -0.453 2.035 -4.315
H -0.248 0.300 -2.206
C 1.600 -1.866 2.941
C 2.807 -2.779 2.730
As 3.654 -3.333 4.420
C 5.102 -4.348 3.574
C 6.171 -3.611 3.067
C 7.226 -4.240 2.423
C 7.232 -5.622 2.290
C 6.176 -6.365 2.798
C 5.115 -5.732 3.433
C 2.502 -4.822 4.947
C 1.408 -5.261 4.208
C 0.626 -6.316 4.659
C 0.932 -6.951 5.853
C 2.021 -6.521 6.600
C 2.791 -5.458 6.153
P 1.268 -0.595 1.625
C 1.332 -1.655 0.127
C 2.507 -2.084 -0.493
C 2.453 -2.920 -1.597
C 1.226 -3.332 -2.102
C 0.053 -2.898 -1.504
C 0.105 -2.060 -0.396
C 2.869 0.291 1.554
C 3.084 1.111 0.443
C 4.165 1.972 0.379
C 5.062 2.026 1.438
C 4.862 1.221 2.550
C 3.771 0.363 2.614
H 1.657 -1.322 3.890
H 0.680 -2.452 3.010
H 3.603 -2.264 2.191
H 2.550 -3.653 2.132
H 6.180 -2.531 3.175
H 8.045 -3.652 2.029
H 8.056 -6.117 1.792
H 6.173 -7.443 2.696
H 4.292 -6.324 3.815
H 1.154 -4.785 3.269
H -0.225 -6.641 4.073
H 0.324 -7.775 6.203
H 2.265 -7.007 7.536
H 3.631 -5.118 6.750
H 3.466 -1.743 -0.124
H 3.371 -3.243 -2.074
H 1.187 -3.979 -2.969
H -0.908 -3.202 -1.900
H -0.813 -1.689 0.048
H 2.383 1.068 -0.381
H 4.282 2.613 -0.487
H 5.906 2.703 1.402
H 5.553 1.269 3.383
H 3.626 -0.236 3.506
C -2.832 2.610 -6.178
C -3.345 2.062 -5.008
C -3.040 2.632 -3.781
C -2.235 3.774 -3.676
C -1.743 4.311 -4.867
C -2.026 3.737 -6.101
Si -1.761 4.450 -1.942
C -3.425 5.058 -1.232
C -4.381 4.137 -0.785
C -5.588 4.547 -0.237
C -5.865 5.901 -0.092
C -4.925 6.833 -0.508
C -3.727 6.411 -1.073
H -3.057 2.163 -7.139
H -3.974 1.179 -5.049
H -3.412 2.156 -2.879
H -1.107 5.189 -4.828
H -1.614 4.172 -7.005
H -1.085 5.750 -2.287
H -4.170 3.074 -0.854
H -6.313 3.807 0.085
H -6.802 6.225 0.344
H -5.126 7.893 -0.397
H -3.010 7.155 -1.405
F -8.492 -2.173 -2.676
C -8.372 -1.377 -1.595
F -8.840 -2.089 -0.541
F -9.242 -0.357 -1.765
C -6.974 -0.901 -1.373
C -6.735 0.003 -0.343
C -5.452 0.448 -0.097
C -4.375 -0.001 -0.875
C -4.637 -0.901 -1.915
C -5.923 -1.349 -2.161
C -3.054 0.473 -0.620
C -1.932 0.896 -0.369
H -7.559 0.357 0.264
H -5.258 1.152 0.701
H -3.815 -1.238 -2.532
H -6.111 -2.044 -2.968
*
```